Record 1
One molecule with the formula C22H29N3O6, computed with wB97M-V/def2-TZVPD.

```
60
Properties=species:S:1:pos:R:3:forces:R:3
C 1.0952 4.6437 -6.5897 -0.023 -0.221 0.351
C 0.4154 4.1152 -5.3348 -0.142 0.491 -0.180
O 1.1758 3.0664 -4.7334 -0.112 -0.321 -0.123
C 2.1864 3.4278 -3.9354 0.382 -0.089 0.346
O 2.4659 4.5708 -3.6837 -0.014 0.177 -0.034
C 2.9244 2.2212 -3.3970 -0.270 0.019 -0.201
C 3.5724 1.4336 -4.5407 0.169 -0.023 0.184
C 4.2649 0.2012 -3.9697 -0.222 -0.114 -0.135
C 3.2691 -0.6319 -3.1664 0.318 0.057 0.001
N 2.7238 0.1812 -2.0991 0.088 0.067 -0.061
C 2.0684 -0.5469 -1.0443 -0.188 -0.111 0.036
C 0.7922 -1.3241 -1.4551 0.340 0.003 0.032
C 0.1380 -1.9156 -0.2262 -0.016 0.119 -0.309
O 0.2101 -3.0879 0.0684 0.049 -0.200 0.098
N -0.5056 -0.9584 0.5033 -0.029 0.509 -0.173
C -1.1585 -1.0102 1.7166 -0.266 0.738 0.413
C -1.6178 0.1636 2.3161 0.296 -0.541 -0.415
C -1.4731 1.4973 1.8047 0.056 0.213 -0.131
O -0.9217 1.7713 0.7487 -0.099 0.081 0.149
O -2.0099 2.4351 2.6141 0.008 -0.566 0.094
C -1.8944 3.7750 2.1632 0.121 0.378 -0.282
N -2.2426 -0.1515 3.5075 -0.139 0.142 0.209
C -2.1962 -1.4948 3.6866 0.195 -0.287 -0.291
C -2.6942 -2.2599 4.7303 -0.077 -0.389 0.219
C -2.5194 -3.6349 4.6779 -0.079 0.511 0.044
O -3.0300 -4.3305 5.7309 0.017 0.338 -0.095
C -2.8905 -5.7308 5.7568 0.028 -0.251 -0.003
C -1.8523 -4.2260 3.5890 -0.010 -0.304 0.061
C -1.3582 -3.4702 2.5541 -0.041 -0.087 0.082
C -1.5198 -2.0825 2.5807 -0.122 -0.001 0.232
C 1.9710 1.2992 -2.6247 0.118 0.154 0.016
H 0.4661 5.3962 -7.0563 -0.058 0.090 -0.084
H 2.0501 5.0940 -6.3303 0.051 0.063 -0.022
H 1.2656 3.8343 -7.2957 -0.007 -0.042 -0.099
H 0.2877 4.9219 -4.6058 -0.061 -0.158 -0.103
H -0.5524 3.6667 -5.5689 0.110 0.052 0.073
H 3.7000 2.5803 -2.7157 -0.136 0.049 -0.061
H 4.2906 2.0636 -5.0689 -0.033 0.017 -0.067
H 2.7971 1.1299 -5.2475 -0.001 0.016 -0.051
H 4.6857 -0.4025 -4.7752 0.051 -0.008 -0.006
H 5.0759 0.5129 -3.3103 0.071 -0.051 0.023
H 3.7754 -1.4916 -2.7219 -0.055 -0.041 -0.025
H 2.4816 -1.0050 -3.8448 0.008 -0.058 0.019
H 2.7896 -1.2563 -0.6285 -0.065 0.029 0.071
H 1.8136 0.1745 -0.2623 0.040 -0.072 0.034
H 0.0997 -0.6454 -1.9549 -0.049 -0.010 -0.052
H 1.0576 -2.1364 -2.1317 -0.117 0.014 0.043
H -0.4603 0.0017 0.1589 0.034 -0.245 -0.021
H -2.4243 3.9048 1.2171 0.042 0.022 0.093
H -0.8449 4.0380 2.0155 -0.108 0.014 0.025
H -2.3388 4.3950 2.9374 0.019 -0.039 -0.036
H -2.6571 0.5270 4.1219 0.025 -0.069 -0.038
H -3.2061 -1.8177 5.5694 -0.075 0.041 0.127
H -3.3676 -6.0547 6.6806 0.048 -0.025 -0.082
H -1.8381 -6.0311 5.7700 -0.049 0.009 -0.015
H -3.3938 -6.2022 4.9068 0.036 0.019 0.033
H -1.7197 -5.2952 3.5564 0.007 -0.099 0.008
H -0.8435 -3.9333 1.7286 0.002 -0.015 -0.003
H 1.5240 1.8453 -1.7902 -0.062 -0.014 -0.007
H 1.1651 0.9827 -3.3089 -0.002 0.021 0.085
```
Forces are in eV/Å.

Output
* orbital gap: 7.9 eV
* charge: 0
* structure (SMILES): CCOC(=O)[C@@H]1CCCN(CCC(=O)Nc2c(C(=O)OC)[nH]c3cc(OC)ccc23)C1

Results of the Löwdin charge analysis, in e, for atoms 1 through 5: -0.060 -0.212 -0.012 -0.476 0.119

Record 2
One molecule with the formula C22H29NO4, computed with wB97M-V/def2-TZVPD.

```
56
Properties=species:S:1:pos:R:3:forces:R:3
C 6.0112 -1.1737 -0.6282 -0.373 0.048 0.180
C 5.0554 -0.9335 0.5313 0.504 0.223 0.028
O 3.6997 -1.1463 0.1377 -0.076 -0.340 0.065
C 3.0729 -0.1301 -0.4600 -0.262 0.180 -0.083
O 3.5828 0.9452 -0.6470 0.129 0.081 -0.021
C 1.6739 -0.5183 -0.9348 0.009 -0.018 -0.153
C 1.9207 -1.1673 -2.3154 -0.351 -0.132 0.010
C 0.7054 -1.8399 -2.9500 0.163 0.159 -0.132
O 0.5923 -3.1531 -2.4472 0.207 0.001 0.148
C -0.5093 -3.8493 -2.9634 -0.051 0.001 -0.044
C 0.9969 -1.4871 0.0356 0.154 0.065 0.246
C 0.6945 -0.8031 1.3645 -0.106 -0.230 -0.140
N -0.1610 0.3408 1.1340 0.167 0.156 0.200
C -0.7158 0.8895 2.3560 0.102 -0.164 0.005
C -1.7939 1.8989 2.0658 -0.061 0.047 0.037
C -1.8018 3.1156 2.7322 -0.003 -0.046 0.017
C -2.7568 4.0797 2.4614 -0.044 0.058 0.008
C -3.7177 3.8404 1.4944 0.020 0.115 0.001
C -3.7257 2.6336 0.8220 0.042 -0.121 -0.004
C -2.7808 1.6483 1.1040 0.051 0.043 0.307
C -2.8395 0.3985 0.3522 -0.287 0.284 -1.108
C -3.0904 0.2063 -0.9820 0.102 0.264 0.687
C -3.0389 -1.1891 -1.1979 0.101 -0.424 0.380
C -2.7722 -1.7418 0.0172 -0.099 -0.340 -0.867
O -2.6573 -0.7928 0.9556 -0.156 0.143 0.575
C 0.5261 1.3297 0.3296 -0.072 0.099 -0.281
C 0.8240 0.7513 -1.0509 0.251 0.108 0.185
H 5.8733 -2.1759 -1.0273 0.041 -0.096 -0.037
H 5.8240 -0.4494 -1.4171 0.038 0.047 -0.062
H 7.0362 -1.0650 -0.2858 0.134 0.001 0.012
H 5.1613 0.0916 0.9018 -0.027 -0.206 0.023
H 5.2318 -1.6440 1.3417 -0.051 0.108 -0.073
H 2.2963 -0.3974 -2.9921 0.054 0.005 -0.022
H 2.6851 -1.9398 -2.2093 0.081 0.006 -0.092
H 0.8419 -1.8798 -4.0433 -0.057 0.018 0.114
H -0.2176 -1.2765 -2.7502 0.011 -0.030 -0.011
H -0.4542 -3.9306 -4.0569 -0.022 -0.014 0.027
H -1.4528 -3.3578 -2.6949 0.004 -0.023 -0.016
H -0.4832 -4.8447 -2.5250 -0.078 -0.028 -0.052
H 1.6274 -2.3607 0.1943 -0.060 -0.055 -0.030
H 0.0546 -1.8175 -0.3986 -0.027 -0.028 -0.025
H 0.1686 -1.5031 2.0192 0.050 0.028 0.033
H 1.6387 -0.5115 1.8635 -0.053 -0.020 0.061
H -1.1508 0.0589 2.9221 0.111 0.038 0.011
H 0.0615 1.3581 2.9884 -0.097 -0.039 -0.009
H -1.0402 3.3133 3.4735 0.098 0.003 0.042
H -2.7435 5.0176 2.9963 -0.001 0.078 0.043
H -4.4606 4.5906 1.2677 -0.063 0.051 -0.024
H -4.4805 2.4352 0.0757 -0.088 -0.049 -0.045
H -3.2656 0.9659 -1.7168 -0.023 0.224 -0.082
H -3.1917 -1.7028 -2.1260 -0.015 -0.174 -0.119
H -2.6558 -2.7614 0.3290 0.030 -0.093 0.154
H -0.1207 2.2044 0.2251 0.093 -0.002 0.002
H 1.4686 1.6564 0.8057 -0.069 0.052 0.018
H 1.3551 1.4954 -1.6458 -0.019 -0.022 -0.056
H -0.1225 0.5156 -1.5369 -0.054 -0.040 -0.029
```
Forces are in eV/Å.

Output
* orbital gap: 8.8 eV
* charge: 0
* structure (SMILES): CCOC(=O)C1(CCOC)CCN(Cc2ccccc2-c2ccco2)CC1

Results of the Löwdin charge analysis, in e, for atoms 1 through 5: -0.059 -0.208 -0.007 -0.467 0.123

Record 3
C22H29NO5SbV as an isolated structure, computed with wB97M-V/def2-TZVPD.

```
59
Properties=species:S:1:pos:R:3:forces:R:3
V -2.1207 0.0287 0.9865 0.300 -0.421 -0.276
O -7.0634 2.0336 -1.7922 0.002 0.038 -0.045
C -5.9823 1.5479 -1.1579 0.058 -0.030 0.045
C -6.0932 0.6507 -0.0876 0.202 -0.057 0.000
C -4.9199 0.2047 0.4874 -0.276 0.155 -0.106
N -3.7585 0.6139 0.0114 0.391 -0.163 0.252
C -3.6184 1.5169 -0.9470 -0.277 0.134 -0.120
C -4.7314 2.0195 -1.5851 0.051 -0.119 0.073
C -2.1648 1.9594 -1.0788 0.019 0.315 -0.287
O -1.8244 2.7410 -1.9313 -0.034 -0.083 -0.017
O -1.3972 1.4440 -0.1480 -0.226 -0.019 0.366
C -4.7439 -0.6153 1.7612 -0.424 -0.042 0.195
O -5.6939 -1.1079 2.3145 0.003 -0.036 -0.101
O -3.5018 -0.6312 2.1820 0.262 0.363 -0.082
H -7.8701 1.6578 -1.4222 -0.012 -0.007 0.011
H -7.0494 0.3309 0.3050 -0.010 -0.010 0.006
H -4.6505 2.7640 -2.3633 0.008 0.002 -0.006
C -0.5632 -3.9535 -1.2000 0.011 -0.018 -0.001
C -0.5714 -3.8382 0.1827 0.027 -0.055 -0.009
C -1.1124 -2.7052 0.7751 0.027 -0.007 0.047
C -1.6431 -1.6757 -0.0004 -0.063 0.257 0.163
C -1.6472 -1.8152 -1.3849 0.007 -0.026 -0.077
C -1.1091 -2.9450 -1.9836 -0.021 0.014 -0.030
H -0.1371 -4.8319 -1.6681 0.001 -0.001 0.002
H -0.1581 -4.6279 0.7981 0.001 -0.007 -0.007
H -1.1135 -2.6349 1.8609 -0.004 -0.001 -0.007
H -2.0410 -1.0245 -2.0160 0.001 -0.005 0.007
H -1.1060 -3.0364 -3.0628 0.004 -0.004 0.001
C 4.9306 -0.2922 -0.4539 0.036 0.122 0.001
C 3.6248 -1.0632 -0.5777 -0.135 -0.003 -0.034
C 3.6532 -2.3377 0.2658 -0.073 0.039 0.033
Sb 1.7057 -0.0330 -0.2461 0.199 -0.028 0.057
C 1.7530 0.0152 1.9569 0.031 -0.138 -0.003
C 2.9411 0.6718 2.6511 -0.036 0.089 0.020
C 0.4510 0.5663 2.5348 -0.113 0.037 -0.106
C 2.1595 2.0258 -0.8206 -0.033 -0.114 -0.015
C 3.1668 2.8214 -0.0080 0.113 -0.008 0.087
C 2.5170 2.0154 -2.3042 0.055 -0.124 -0.087
H 5.7696 -0.9454 -0.7168 0.024 0.021 0.000
H 5.1066 0.0630 0.5632 0.002 -0.021 -0.016
H 4.9693 0.5766 -1.1150 -0.010 -0.089 0.038
H 3.5222 -1.3775 -1.6217 -0.050 0.071 -0.010
H 3.8097 -2.1123 1.3230 -0.001 0.021 0.040
H 4.4731 -2.9894 -0.0495 0.015 0.001 -0.003
H 2.7246 -2.9096 0.1813 0.006 0.017 -0.006
H 1.7846 -1.0538 2.1976 -0.026 0.005 -0.091
H 2.8898 1.7584 2.5856 0.020 -0.034 0.043
H 3.8935 0.3641 2.2259 0.019 -0.043 -0.013
H 2.9507 0.4084 3.7135 0.002 0.013 0.023
H 0.2531 1.5949 2.2225 -0.030 -0.046 -0.057
H 0.4456 0.5452 3.6281 0.034 -0.025 0.005
H -0.4014 -0.0781 2.2443 0.108 -0.091 0.076
H 1.1841 2.5065 -0.7329 -0.104 -0.003 0.059
H 4.1437 2.3338 0.0459 -0.075 0.048 -0.006
H 2.8221 2.9872 1.0115 0.010 0.044 -0.033
H 3.3142 3.8048 -0.4660 0.022 0.019 -0.001
H 3.4639 1.4999 -2.4963 -0.054 0.037 0.015
H 2.6203 3.0377 -2.6780 0.002 0.013 -0.003
H 1.7436 1.5254 -2.9000 0.011 0.003 -0.011
```
Forces are in eV/Å.

Output
* 2S+1: 3
* orbital gap (spin up / spin down): 7.3 / 7.4 eV
* charge: 0

Results of the Löwdin charge analysis, in e, for atoms 1 through 5: 0.992 0.097 -0.263 0.096 -0.133

Summary of E_tot in eV
-40041.3306, -32964.4646, -67237.9985
(order as listed above)
Summary of maximum force in hartree/bohr
0.017, 0.023, 0.011
(order as listed above)